Below is a single C4H11N3 molecule, with properties calculated with wB97M-V/def2-TZVPD.

E_HOMO	-8.68	eV
energy relative to the best compared isomer or geometry (same formula, charge and spin)	1.767	eV
LUMO level	0.966	eV
HOMO-LUMO gap	9.6452	eV

The geometry in XYZ format:
```
18
Properties=species:S:1:pos:R:3:forces:R:3
C -0.075335 -1.563677 1.627291 -0.14 0.13 -0.27
C -0.565774 -1.160078 0.254195 -0.18 0.10 0.59
N 0.424736 -1.057226 -0.805931 0.65 -0.22 -0.52
C -0.241684 0.148867 -0.386806 -0.18 0.07 0.35
N -1.168726 0.766501 -1.299935 0.03 -0.03 -0.22
C 0.647952 1.188642 0.287443 -0.13 -0.26 -0.20
N 1.471470 1.930671 -0.648716 0.09 0.15 -0.08
H -0.544599 -0.947296 2.397055 0.02 -0.09 0.05
H 1.002648 -1.446187 1.680778 0.09 0.01 0.07
H -0.316718 -2.606027 1.815720 0.01 -0.14 0.12
H -1.534466 -1.584119 -0.006438 0.01 0.14 -0.10
H 0.130417 -1.424051 -1.705145 -0.15 0.15 0.07
H -1.773827 0.080313 -1.738634 0.00 0.10 0.08
H -1.745745 1.445736 -0.817591 -0.06 -0.07 -0.01
H 1.308944 0.693120 0.998477 -0.15 0.03 0.06
H 0.018564 1.901271 0.829770 0.02 -0.07 0.09
H 0.872563 2.348489 -1.352765 0.11 -0.05 -0.05
H 2.089581 1.285051 -1.128768 -0.03 0.04 -0.03
```
Positions in Å, forces in eV/Å.